(1)
DFT (ωB97M-V/def2-TZVPD) results for a single C13H7N3O molecule at a distorted geometry.

Atoms and positions in Å:
N (-1.917, 3.239, 0.332)
C (-1.878, 2.083, 0.290)
N (1.674, -0.396, 0.669)
N (4.000, 0.181, 0.921)
O (0.920, 1.716, 0.599)
C (0.624, 0.369, 0.568)
C (4.905, 1.199, 0.948)
C (2.727, 0.489, 0.761)
C (4.528, 2.539, 0.823)
C (-3.248, -1.371, 0.225)
C (-2.124, -2.198, 0.391)
C (-3.113, 0.009, 0.174)
C (3.166, 2.830, 0.668)
C (-0.852, -1.615, 0.469)
C (-1.879, 0.629, 0.277)
C (2.265, 1.768, 0.684)
C (-0.725, -0.188, 0.448)
H (5.961, 0.999, 1.036)
H (5.285, 3.331, 0.867)
H (-4.189, -1.852, 0.112)
H (-2.248, -3.263, 0.448)
H (-3.989, 0.635, -0.042)
H (2.806, 3.845, 0.501)
H (0.002, -2.278, 0.533)

Output
Energy above the lowest of the compared OMol25 structures with the same formula, charge and spin, kcal/mol: 0.0
Frontier orbital gap, eV: 8.35
E, eV: -20111.7749



(2)
DFT (ωB97M-V/def2-TZVPD) results for a molecular structure, C13H8AuBrN3O4.

Atoms and positions in Å:
Au (-1.860, -0.704, 1.502)
O (1.622, -3.270, -0.871)
C (0.475, -3.153, -0.718)
O (-0.635, -2.917, -0.501)
C (2.745, -0.916, -0.255)
C (4.065, -0.867, -0.507)
C (4.402, 0.334, 0.164)
C (3.475, 1.126, 0.845)
C (2.125, 0.809, 0.939)
N (1.817, -0.386, 0.269)
C (1.057, 1.701, 1.650)
O (1.578, 2.721, 2.075)
O (-0.110, 1.274, 1.615)
H (4.712, -1.527, -1.057)
H (5.443, 0.634, 0.123)
H (3.770, 2.044, 1.335)
Br (-0.526, 2.529, -3.077)
C (-1.822, 1.485, -2.208)
C (-3.083, 1.304, -2.750)
C (-3.991, 0.525, -2.052)
C (-3.613, -0.046, -0.855)
N (-2.388, 0.138, -0.338)
C (-1.506, 0.897, -0.997)
H (-3.348, 1.764, -3.692)
H (-4.989, 0.359, -2.433)
H (-4.291, -0.665, -0.285)
H (-0.558, 1.064, -0.511)
N (-1.511, -2.108, 4.240)
C (-1.635, -1.586, 3.223)
H (-1.419, -2.565, 5.125)

Output
Energy above the lowest of the compared OMol25 structures with the same formula, charge and spin, kcal/mol: 45.0
Total charge: +1
Frontier orbital gap, eV: 7.20
E, eV: -99996.9551



Q: The highest energy above the lowest of the compared OMol25 structures with the same formula, charge and spin belongs to which entry?
A: C13H8AuBrN3O4



Q: Which value of E does entry 2 give?
A: -99996.9551 eV



Q: Number 2 is which compound?
A: C13H8AuBrN3O4